Record 1
DFT (ωB97M-V/def2-TZVPD) results for a molecular structure, C3H8NO at a distorted geometry.

Results
- Multiplicity: 2
- Net charge: 0
- Energy: -6773.0523 eV
- ΔE to the lowest compared entry with this formula, charge and spin: 3.015 eV
- Strongest force on any atom: 5.2 eV/A
- LUMO (alpha / beta): 0.82 / -1.65 eV

The geometry in XYZ format:
```
13
C3H8NO (ωB97M-V/def2-TZVPD)
C 0.07752 0.26377 -0.94162
C 0.29307 -0.30723 0.50060
C -0.97929 -0.47046 1.34460
O -0.82929 -1.11073 2.53048
N 1.51520 0.64938 -1.40563
H -0.25777 -0.61495 -1.48884
H -0.75896 0.97115 -0.83147
H 1.12983 0.15353 1.02745
H 0.67012 -1.29994 0.27723
H -1.46261 0.50225 1.55015
H -1.62124 -1.01028 0.58199
H 1.35764 0.92915 -2.37702
H 0.86578 1.34436 -0.76793
```

These are the natural (NBO) partial charges, in e, on atoms 1 to 8: -0.35 -0.43 -0.15 -0.25 -0.79 0.21 0.18 0.22


Record 2
DFT (ωB97M-V/def2-TZVPD) results for 2 unconnected molecules or ions with the total composition C3H8NO at a distorted geometry.

Results
- Net charge: +1
- Energy: -6766.8561 eV
- ΔE to the lowest compared entry with this formula, charge and spin: 4.314 eV
- Strongest force on any atom: 5.0 eV/A
- LUMO: -6.61 eV

The geometry in XYZ format:
```
13
C3H8NO (ωB97M-V/def2-TZVPD)
C -2.00297 -1.64367 -0.92696
N -1.33335 -0.53765 -1.03364
H -1.77192 -2.36337 -1.75190
H -2.64811 -1.73482 0.04168
H -0.28472 -0.39190 -0.65268
H -1.80584 0.19755 -0.54521
C 1.86410 1.08690 -0.23317
C 1.44447 1.06402 1.03822
O 0.30110 0.10819 1.06545
H 2.84521 1.52716 -0.54524
H 1.27037 0.58773 -0.90683
H 1.59522 1.88839 1.75249
H -0.10919 0.14376 2.05103
```

These are the natural (NBO) partial charges, in e, on atoms 1 to 8: 0.21 -0.70 0.24 0.25 0.52 0.41 -0.41 0.10


Record 3
DFT (ωB97M-V/def2-TZVPD) results for 2 unconnected molecules or ions with the total composition C3H8NO at a distorted geometry.

Results
- Net charge: +1
- Energy: -6768.6632 eV
- ΔE to the lowest compared entry with this formula, charge and spin: 2.506 eV
- Strongest force on any atom: 1.9 eV/A
- LUMO: -6.28 eV

The geometry in XYZ format:
```
13
C3H8NO (ωB97M-V/def2-TZVPD)
C -0.74408 -1.46564 -1.14495
N 0.24513 -1.73556 -0.35813
H -1.26334 -0.51489 -1.00063
H -0.90852 -2.23724 -1.89593
H 1.19480 -1.97046 -0.66260
H 0.27984 -1.41523 0.60645
C 0.81852 0.87663 1.18712
C -0.26530 1.45699 0.71184
O -0.54750 1.44307 -0.64287
H 1.08175 1.02743 2.22933
H 1.44902 0.22761 0.59584
H -0.95007 1.97846 1.37060
H -0.39025 2.32884 -0.99607
```

These are the natural (NBO) partial charges, in e, on atoms 1 to 8: 0.20 -0.63 0.27 0.23 0.46 0.45 -0.48 0.12


Record 4
DFT (ωB97M-V/def2-TZVPD) results for 2 unconnected molecules or ions with the total composition C3H8NO at a distorted geometry.

Results
- Net charge: +1
- Energy: -6768.9726 eV
- ΔE to the lowest compared entry with this formula, charge and spin: 2.197 eV
- Strongest force on any atom: 3.1 eV/A
- LUMO: -4.88 eV

The geometry in XYZ format:
```
13
C3H8NO (ωB97M-V/def2-TZVPD)
C -2.42283 -0.80476 -0.82486
C 1.63948 0.46765 1.02651
C -1.19483 -0.28824 -0.73381
N 1.79219 1.41805 0.19320
O -0.43022 -0.39549 0.38622
H -2.79820 -1.43515 -0.10147
H -2.81652 -1.22407 -1.68172
H 1.32080 0.75217 2.05912
H 1.98563 -0.50780 0.84377
H -0.67392 0.40232 -1.42407
H 2.17569 1.25075 -0.83324
H 1.44401 2.36963 0.40380
H -0.95521 -0.91344 0.97420
```

These are the natural (NBO) partial charges, in e, on atoms 1 to 8: -0.50 0.19 0.15 -0.63 -0.71 0.20 0.24 0.24


Record 5
DFT (ωB97M-V/def2-TZVPD) results for 2 unconnected molecules or ions with the total composition C3H8NO at a distorted geometry.

Results
- Net charge: +1
- Energy: -6769.7578 eV
- ΔE to the lowest compared entry with this formula, charge and spin: 1.412 eV
- Strongest force on any atom: 1.2 eV/A
- LUMO: -5.66 eV

The geometry in XYZ format:
```
13
C3H8NO (ωB97M-V/def2-TZVPD)
C -1.64545 -1.09667 -1.77357
N -1.52105 -0.21493 -0.88092
H -0.90967 -1.38259 -2.50650
H -2.58936 -1.61358 -1.89952
H -2.31143 -0.02844 -0.26570
H -0.70612 0.39434 -0.79217
C 1.78437 -0.21025 1.29723
C 0.93420 0.78852 1.44388
O 0.72924 1.80392 0.51084
H 1.87015 -0.96911 2.06957
H 2.54444 -0.25555 0.52895
H 0.27678 0.95871 2.28085
H 1.54390 1.82563 -0.01294
```

These are the natural (NBO) partial charges, in e, on atoms 1 to 8: 0.16 -0.56 0.24 0.23 0.45 0.47 -0.52 0.11


Record 6
DFT (ωB97M-V/def2-TZVPD) results for 2 unconnected molecules or ions with the total composition C3H8NO at a distorted geometry.

Results
- Net charge: +1
- Energy: -6768.2545 eV
- ΔE to the lowest compared entry with this formula, charge and spin: 2.915 eV
- Strongest force on any atom: 2.3 eV/A
- LUMO: -6.09 eV

The geometry in XYZ format:
```
13
C3H8NO (ωB97M-V/def2-TZVPD)
C -1.85351 0.77312 -1.26057
N -0.85406 1.46645 -0.84945
H -1.93014 -0.28811 -1.03558
H -2.62286 1.05162 -1.97678
H -0.34804 2.00201 -1.54512
H -0.48814 0.99367 -0.01825
C 1.39632 -0.77176 1.84564
C 1.31709 -0.55376 0.53996
O 0.13214 -0.98418 -0.16675
H 2.38071 -0.80720 2.29322
H 0.51296 -0.67342 2.45575
H 1.99433 -0.08310 -0.16134
H 0.11915 -1.87527 0.20424
```

These are the natural (NBO) partial charges, in e, on atoms 1 to 8: 0.20 -0.61 0.24 0.23 0.47 0.46 -0.46 0.08